No. 1
{"formula": "C5H8N2", "method": "wB97M-V/def2-TZVPD", "homo_energy_ev": -8.68, "e_tot_ha": -304.7332, "de_lowest_kj_mol": 268.5, "elements": ["H", "N", "H", "H", "N", "C", "C", "H", "C", "H", "H", "H", "C", "C", "H"], "xyz": [[-1.823, 0.255, -0.740], [-0.775, 2.518, -0.193], [0.283, 1.655, -1.942], [1.579, -1.716, 0.584], [-0.825, 0.128, -0.880], [-0.926, -1.190, 1.153], [-0.267, -0.752, 0.075], [0.945, 2.086, 1.128], [-0.149, 1.398, -0.969], [-1.938, -0.867, 1.387], [-0.471, -1.905, 1.831], [1.768, -0.330, -0.516], [1.134, -1.189, -0.261], [0.292, 2.032, 0.257], [1.125, -1.854, -1.134]], "lowdin_charge": [0.1208, 0.1609, 0.1242, 0.0758, 0.0137, 0.0422, -0.4483, 0.1185, -0.3349, 0.0565, 0.0541, 0.0735, -0.0519, -0.0909, 0.0857]}

---

No. 2
{"formula": "C5H8N2", "method": "wB97M-V/def2-TZVPD", "homo_energy_ev": -8.80, "e_tot_ha": -304.7657, "de_lowest_kj_mol": 183.3, "elements": ["H", "C", "H", "C", "C", "H", "H", "H", "C", "H", "C", "N", "H", "N", "H"], "xyz": [[-0.421, 0.728, -1.992], [-0.662, 0.756, -0.928], [-1.316, -3.092, 0.471], [0.480, 0.547, 0.003], [-0.738, -2.225, 0.213], [-2.049, 1.017, 0.382], [1.312, 2.468, -0.471], [-0.417, -2.139, -0.813], [1.642, 1.471, -0.193], [-0.639, -1.452, 2.174], [-0.362, -1.338, 1.131], [-1.859, 0.981, -0.624], [2.269, 1.082, -0.997], [0.522, -0.314, 0.930], [2.238, 1.510, 0.715]], "lowdin_charge": [0.1130, -0.2218, 0.0450, -0.3414, 0.0137, 0.0645, 0.0789, 0.0567, -0.0341, 0.1025, -0.2565, 0.1212, 0.0860, 0.0902, 0.0819]}

---

No. 3
{"formula": "C5H8N2", "method": "wB97M-V/def2-TZVPD", "homo_energy_ev": -7.01, "e_tot_ha": -304.6900, "de_lowest_kj_mol": 382.1, "elements": ["C", "C", "C", "H", "H", "H", "H", "N", "N", "H", "H", "H", "C", "C", "H"], "xyz": [[0.142, -1.842, 0.163], [-1.223, 0.077, -0.016], [-1.106, -1.304, 0.077], [0.143, 1.733, -0.208], [2.960, 0.644, 0.899], [2.255, 1.632, -0.360], [-2.412, 1.513, -0.754], [1.077, -0.146, 0.156], [-2.414, 0.838, -0.002], [-1.903, -2.051, 0.054], [0.188, -2.651, 0.934], [3.053, 0.137, -0.796], [0.028, 0.659, -0.029], [2.396, 0.576, -0.039], [-3.221, 0.239, -0.102]], "lowdin_charge": [0.0797, -0.3711, -0.1630, 0.1281, 0.0699, 0.0745, 0.0741, -0.0493, 0.0563, 0.1152, 0.0730, 0.0702, -0.1513, -0.0784, 0.0721]}

---

No. 4
{"formula": "C5H8N2", "method": "wB97M-V/def2-TZVPD", "homo_energy_ev": [-8.43, -8.35], "e_tot_ha": -304.6060, "de_lowest_kj_mol": 602.4, "elements": ["H", "H", "C", "H", "H", "C", "H", "N", "C", "H", "H", "C", "H", "N", "C"], "xyz": [[-0.113, -0.220, -1.689], [-1.508, 1.559, 1.433], [0.691, -0.161, 0.342], [-1.351, -2.018, 0.479], [0.402, -0.527, 1.335], [-0.331, -0.589, -0.680], [-1.801, -1.967, -1.314], [1.095, 2.425, 0.343], [0.619, 1.334, 0.388], [2.630, -0.317, 0.685], [2.228, -0.279, -0.902], [-1.251, -1.534, -0.488], [-2.027, 1.670, -0.324], [1.981, -0.680, -0.002], [-1.264, 1.305, 0.394]], "lowdin_charge": [0.1267, 0.0251, -0.4457, 0.0677, 0.1514, -0.2109, 0.0594, 0.1869, -0.3921, 0.0823, 0.0843, 0.0204, 0.0385, 0.0526, 0.1534]}

---

No. 5
{"formula": "C5H8N2", "method": "wB97M-V/def2-TZVPD", "homo_energy_ev": [-8.71, -9.48], "e_tot_ha": -304.6425, "de_lowest_kj_mol": 506.8, "elements": ["C", "N", "H", "C", "C", "H", "C", "N", "H", "H", "C", "H", "H", "H", "H"], "xyz": [[0.023, -0.992, 1.492], [0.701, -0.936, 0.277], [-0.097, -2.000, 1.895], [-0.938, 0.033, -0.613], [1.316, 0.793, -1.382], [-1.303, 0.530, -1.526], [0.480, 0.387, -0.171], [-2.465, -0.085, 1.896], [2.348, 0.967, -1.067], [0.450, -0.312, 2.248], [-1.448, -0.328, 1.376], [0.519, 1.173, 0.604], [-1.263, -1.000, -0.567], [1.312, 0.001, -2.136], [0.930, 1.716, -1.826]], "lowdin_charge": [-0.2108, 0.0397, 0.1152, 0.0801, -0.0565, 0.0945, -0.5001, 0.1407, 0.0790, 0.1294, -0.3000, 0.1433, 0.0814, 0.0838, 0.0801]}

---

No. 6
{"formula": "C5H8N2", "method": "wB97M-V/def2-TZVPD", "homo_energy_ev": -7.41, "e_tot_ha": -304.7735, "de_lowest_kj_mol": 162.9, "elements": ["C", "H", "N", "H", "H", "N", "H", "C", "H", "C", "C", "H", "H", "H", "C"], "xyz": [[1.835, -0.238, 0.028], [1.169, -2.321, -0.354], [-0.298, -0.741, -0.571], [2.872, -0.320, 0.331], [-1.279, 2.389, -0.606], [-1.248, 1.420, -0.870], [-2.106, 0.970, -1.149], [1.020, -1.248, -0.336], [-1.984, -0.505, 0.719], [-0.961, -0.891, 0.765], [-0.140, 0.667, -0.582], [1.391, 1.978, 0.268], [-0.305, -0.203, 1.397], [-1.039, -1.955, 1.024], [1.075, 0.999, -0.064]], "lowdin_charge": [-0.0926, 0.1078, -0.0996, 0.0958, 0.0978, 0.1340, 0.0975, -0.1471, 0.0712, -0.0720, -0.4221, 0.0942, 0.1170, 0.0868, -0.0688]}

---

No. 7
{"formula": "C5H8N2", "method": "wB97M-V/def2-TZVPD", "homo_energy_ev": -8.59, "e_tot_ha": -304.6478, "de_lowest_kj_mol": 492.7, "elements": ["N", "C", "H", "C", "C", "H", "H", "N", "C", "H", "H", "H", "C", "H", "H"], "xyz": [[2.179, -0.406, 0.243], [-1.308, -0.106, 0.741], [-0.743, 1.115, -2.561], [-0.601, 1.024, -1.486], [2.882, 0.375, 0.993], [-0.329, 2.086, -1.096], [-1.450, -2.123, -0.560], [1.626, -1.206, -0.383], [-1.140, 0.076, -0.694], [2.722, 1.360, 0.690], [-2.959, -1.276, -0.235], [-2.049, 0.502, 1.365], [-1.825, -1.119, -0.236], [3.417, 0.006, 1.859], [-0.421, -0.307, 1.360]], "lowdin_charge": [-0.2021, -0.1602, 0.0363, 0.0185, -0.0433, 0.0862, 0.1102, 0.2165, -0.3557, 0.0350, 0.1225, 0.1288, -0.1399, 0.0637, 0.0834]}

---

No. 8
{"formula": "C5H8N2", "method": "wB97M-V/def2-TZVPD", "homo_energy_ev": -8.79, "e_tot_ha": -304.8190, "de_lowest_kj_mol": 43.2, "elements": ["C", "H", "C", "N", "H", "C", "H", "H", "H", "H", "C", "H", "N", "H", "C"], "xyz": [[2.441, -0.358, 0.318], [-1.043, 0.840, -1.279], [1.167, -0.749, 0.625], [2.440, 0.755, -0.490], [-3.107, -0.021, -0.074], [-2.135, -0.075, 0.431], [-1.030, -0.888, -1.236], [0.768, 1.921, -1.100], [3.380, -0.789, 0.637], [0.798, -1.504, 1.306], [-1.001, -0.006, -0.586], [-2.086, 0.735, 1.165], [0.342, 0.144, -0.035], [-2.111, -1.027, 0.975], [1.178, 1.023, -0.656]], "lowdin_charge": [-0.1621, 0.1091, -0.0759, 0.0555, 0.0737, -0.0793, 0.1237, 0.1239, 0.0922, 0.1097, -0.2050, 0.0765, -0.1045, 0.0716, -0.2091]}